Entry 1:
ORCA calculation (wB97M-V/def2-TZVPD) on a structure of composition C35H33I2KN12O9S4 at a distorted geometry.

Calculated values
**HOMO**: -2.275 eV
**Net charge**: -2
**Energy relative to the best compared isomer or geometry (same formula, charge and spin)**: 56.23 kcal/mol
**LUMO**: 2.069 eV
**Molar mass**: 1186.90 g/mol
**Kohn-Sham gap**: 0.1596 Eh
**Total energy**: -5475.86486 Ha

Last column: Mulliken charge in e.
Element x y z (Å)
I (-13.80023, -10.13634, 16.64225)  -0.840
I (-8.53186, -16.03649, 18.61009)  0.052
K (-11.40801, -16.11232, 16.14701)  1.002
S (-19.36757, -10.60533, 20.41679)  1.049
S (-10.88026, -15.85583, 7.25894)  1.230
S (-8.49519, -14.28796, 15.32026)  1.593
S (-6.19414, -17.58163, 14.15266)  -0.216
O (-12.29468, -18.09916, 10.27364)  -0.681
O (-13.75554, -19.78318, 10.21554)  -0.547
O (-20.44376, -11.26926, 19.63485)  -0.682
O (-9.93122, -14.37547, 15.12779)  -0.781
O (-19.49643, -9.97530, 21.70085)  -0.661
O (-9.48134, -15.70249, 7.61810)  -0.722
O (-18.32314, -9.88399, 19.71663)  -0.617
O (-11.32830, -15.84310, 5.87567)  -0.697
O (-8.00274, -13.60533, 16.70527)  -0.394
N (-19.45707, -13.07765, 21.47860)  -0.593
N (-6.09045, -9.99937, 12.13910)  -0.471
N (-13.97999, -18.89635, 12.64942)  -0.368
N (-13.78745, -19.77577, 13.68731)  -0.615
N (-17.84821, -12.70273, 19.76134)  -0.295
N (-8.68817, -16.96243, 13.64435)  -0.254
N (-14.08433, -14.71388, 17.31863)  -0.332
N (-12.74763, -17.87267, 14.22647)  0.001
N (-11.29942, -17.32171, 7.87395)  -0.277
N (-11.47403, -19.16828, 16.36132)  0.015
N (-12.18470, -21.75720, 16.94681)  -0.641
N (-7.64712, -15.59344, 15.31758)  -0.411
C (-14.58715, -13.47135, 17.49789)  0.044
C (-12.41551, -18.10176, 7.27445)  -0.284
C (-13.02738, -19.17365, 14.56212)  0.063
C (-17.63670, -14.03211, 19.58343)  0.430
C (-11.90474, -14.63503, 8.04220)  0.020
C (-6.93416, -18.13663, 12.73871)  -0.216
C (-14.30695, -11.57775, 9.74822)  -1.392
C (-8.69162, -13.86146, 17.98020)  -0.662
C (-16.48324, -14.31341, 18.68149)  0.752
C (-15.84631, -13.25036, 18.08627)  -0.204
C (-10.84817, -19.81794, 17.37242)  -0.192
C (-11.43834, -13.96770, 9.20878)  -0.213
C (-12.64624, -19.33408, 8.16642)  -0.844
C (-12.22168, -12.94396, 9.72897)  -0.882
C (-12.41318, -19.77817, 15.65106)  0.255
C (-13.20146, -14.35920, 7.53842)  -0.479
C (-7.86221, -11.60292, 12.41238)  -0.796
C (-13.51667, -12.70890, 9.24574)  1.106
C (-19.24528, -14.39656, 21.28983)  -0.467
C (-5.92071, -11.58357, 13.94126)  -1.148
C (-8.27775, -17.73518, 12.63328)  -0.543
C (-13.43458, -17.69285, 13.07641)  -0.493
C (-18.37704, -14.92079, 20.30979)  -0.276
C (-14.00977, -13.39070, 8.14314)  -0.894
C (-8.45831, -12.63559, 13.14769)  -0.173
C (-11.18140, -21.15033, 17.63710)  -0.414
C (-7.67935, -16.63482, 14.49411)  0.487
C (-12.87898, -21.04628, 16.05603)  -0.328
C (-6.54008, -12.63661, 14.63757)  -0.210
C (-18.82628, -12.32711, 20.56163)  0.332
C (-16.03692, -15.59603, 18.37461)  -0.701
C (-14.74571, -15.73542, 17.79444)  -0.152
C (-7.77960, -13.13950, 14.26784)  -0.398
C (-12.91429, -18.97023, 9.63555)  0.766
C (-6.59411, -11.07343, 12.83547)  1.142
H (-15.41330, -11.67637, 9.62418)  0.354
H (-14.29311, -16.71198, 17.80085)  0.398
H (-10.69210, -21.74859, 18.34430)  0.435
H (-4.94395, -11.23997, 14.20752)  0.346
H (-16.59782, -16.50641, 18.72270)  0.166
H (-16.12653, -12.19036, 18.27404)  0.462
H (-8.40552, -11.04799, 11.65711)  0.334
H (-10.13233, -19.22135, 17.95438)  0.253
H (-13.71954, -21.55941, 15.68024)  0.515
H (-13.88847, -19.51724, 11.18566)  0.531
H (-9.41762, -13.10894, 12.81751)  0.433
H (-14.99703, -13.17777, 7.74723)  0.347
H (-18.26350, -16.04195, 20.13838)  0.161
H (-13.30511, -17.50969, 7.22416)  0.312
H (-14.04355, -10.65913, 9.22539)  0.288
H (-10.47982, -14.18581, 9.69198)  0.478
H (-5.30252, -9.45237, 12.44347)  0.177
H (-8.16737, -13.28558, 18.75125)  0.331
H (-6.44977, -9.72765, 11.21689)  0.190
H (-14.01795, -12.57208, 17.19892)  -0.348
H (-9.73509, -13.62806, 17.81735)  0.523
H (-8.87783, -18.06135, 11.77433)  0.370
H (-13.43243, -20.02775, 7.79788)  0.279
H (-14.01860, -11.47486, 10.82756)  0.371
H (-11.79552, -12.35085, 10.52957)  0.402
H (-5.92712, -13.13389, 15.44225)  0.326
H (-11.64439, -19.78493, 8.23286)  0.299
H (-12.12624, -18.36856, 6.24146)  0.293
H (-6.39421, -18.74827, 12.03479)  0.387
H (-19.93274, -15.03818, 21.78014)  0.396
H (-13.33288, -16.86145, 12.35564)  0.489
H (-11.26003, -17.49951, 8.93122)  0.390
H (-13.46390, -14.86771, 6.60674)  0.432

---

Entry 2:
ORCA calculation (wB97M-V/def2-TZVPD) on a structure of composition C35H33InN6O3S at a distorted geometry.

Calculated values
**HOMO**: 1.064 eV
**Net charge**: -2
**Energy relative to the best compared isomer or geometry (same formula, charge and spin)**: 84.49 kcal/mol
**LUMO**: 4.443 eV
**Molar mass**: 732.57 g/mol
**Kohn-Sham gap**: 0.1242 Eh
**Total energy**: -2495.94361 Ha

Last column: Mulliken charge in e.
Element x y z (Å)
In (-0.80010, -0.51130, -1.07819)  1.346
S (-3.00056, -0.92810, -0.09973)  -0.518
O (0.11485, -2.36350, -1.63823)  -0.880
O (-0.03153, -1.07983, 2.80520)  0.125
O (0.47779, -0.33147, 0.58667)  -0.398
N (-5.01468, -1.59985, -1.76808)  -0.530
N (0.45005, 0.58215, -2.40444)  -0.087
N (-1.88075, -0.54616, -2.87203)  0.638
N (-3.15951, -0.97871, -2.88341)  -1.468
N (1.93039, -3.22078, -0.42056)  -1.093
N (1.44305, -2.82149, 0.70609)  0.060
C (3.50728, -3.71154, -5.12748)  -0.201
C (-4.53272, 2.64704, 2.98643)  -0.713
C (1.61898, 3.08125, 3.36470)  -0.458
C (0.11852, 4.77632, 2.54797)  -0.510
C (0.68749, -3.34012, 2.97900)  -0.397
C (-0.09383, 0.02764, 3.52718)  0.678
C (2.12231, -3.74508, -5.15602)  -0.741
C (-0.79531, 2.52112, 3.30485)  -0.348
C (-3.74833, 4.81129, 3.67130)  -0.669
C (-3.71390, -1.22693, -1.67099)  0.302
C (2.68782, 3.95397, 3.23045)  -0.482
C (2.19687, -4.91765, 1.77663)  -1.405
C (2.46191, 1.62015, -2.99757)  -0.755
C (0.29911, 3.47206, 3.05755)  0.688
C (1.42815, -3.63466, 1.76116)  0.676
C (4.13087, -3.35347, -3.95359)  -0.622
C (0.01834, -2.27610, 3.47637)  0.343
C (0.02576, 0.48609, -3.71737)  0.495
C (2.04575, -3.12639, -2.80731)  0.768
C (-2.43077, 4.36143, 3.80988)  -0.599
C (-4.75427, 3.99055, 3.17409)  -0.420
C (-1.28508, -0.05880, -3.97208)  0.320
C (-0.75978, -2.24768, 4.72319)  -1.396
C (-2.14971, 3.00531, 3.47273)  0.564
C (1.28524, -2.89869, -1.53586)  -0.130
C (-0.49585, 1.18419, 3.22241)  -0.836
C (0.94196, 0.94467, -4.71912)  -0.649
C (1.19840, 5.66689, 2.48261)  -0.673
C (2.46626, 5.27606, 2.85194)  -0.470
C (1.40613, -3.37458, -4.01861)  -0.027
C (-2.05617, -0.02099, -5.23271)  -1.387
C (2.19923, 1.40580, -4.34944)  -0.335
C (1.55926, 1.23799, -2.03541)  -0.072
C (3.43485, -3.06685, -2.79901)  -0.474
C (-3.24731, 2.17208, 3.21402)  -0.367
H (3.72462, 3.62962, 3.43877)  0.327
H (-2.88797, -0.72274, -5.07300)  0.418
H (1.77414, 2.04752, 3.70405)  0.223
H (-3.09538, 1.10442, 3.16471)  0.285
H (-5.25207, -2.20754, -2.55579)  0.212
H (-5.30369, 2.00456, 2.57882)  0.388
H (-0.80692, -3.21187, 5.21792)  0.410
H (-0.33027, -1.50907, 5.42985)  0.249
H (3.45120, 1.94945, -2.67227)  0.277
H (0.66692, 0.88999, -5.76988)  0.241
H (0.88013, -1.27758, 0.84143)  0.816
H (1.64944, -5.64679, 1.18891)  0.254
H (-0.81446, 5.04911, 2.07570)  0.530
H (-1.74980, -1.88366, 4.37033)  0.280
H (2.94671, 1.60436, -5.14990)  0.297
H (3.25720, 6.04120, 2.75418)  0.293
H (2.29504, -5.24265, 2.82497)  0.407
H (3.92737, -2.81944, -1.87811)  0.446
H (0.53634, -4.22951, 3.63985)  0.096
H (-5.68526, 4.42220, 2.91599)  0.397
H (1.55797, -4.12248, -5.99628)  0.370
H (-2.33122, 0.99398, -5.55145)  0.206
H (-1.66243, 5.02546, 4.20173)  0.542
H (5.21972, -3.41103, -3.89446)  0.310
H (-3.98512, 5.83231, 3.89247)  0.370
H (0.34018, -3.47327, -4.07169)  0.370
H (-1.44007, -0.40284, -6.05397)  0.311
H (1.01888, 6.69004, 2.20566)  0.365
H (-5.51198, -1.90181, -0.91297)  0.208
H (0.21452, 0.24846, 1.34917)  0.207
H (1.76649, 1.42177, -0.97062)  0.369
H (3.20171, -4.75584, 1.29724)  0.333
H (4.12161, -3.97959, -6.01652)  0.304